C4H4BrNO3 in the gas phase in a non-equilibrium geometry. Source: OMol25; level of theory: ωB97M-V with the def2-TZVPD basis set.

Last column: natural (NBO) charge in e.
CARTESIAN COORDINATES (ANGSTROEM)
O (1.71469, 1.78700, -0.46823)  -0.570
C (0.77005, 1.15884, -0.06358)  0.607
C (-0.61093, 1.50398, -0.01852)  -0.302
C (-1.35151, 0.37838, 0.10183)  -0.085
Br (-3.12874, 0.12162, 0.01154)  0.181
C (-0.43061, -0.86148, 0.31098)  0.191
O (-0.47234, -1.78645, -0.79985)  -0.695
N (0.77592, -0.11111, 0.51667)  -0.181
O (2.01883, -0.68067, 0.31990)  -0.548
H (-0.91742, 2.56139, -0.25248)  0.252
H (-0.67714, -1.39900, 1.19308)  0.185
H (-0.12068, -2.60282, -0.55331)  0.483
H (2.42987, -0.06966, -0.29802)  0.482

Atomic forces in eV per Å
0.48 -0.36 -0.01
-0.59 -0.70 1.14
-3.04 1.34 -1.07
2.11 0.22 -0.25
-1.45 -0.02 0.00
-0.32 0.39 -1.43
-0.90 3.69 0.00
2.45 0.67 -0.73
0.08 -1.70 0.55
-0.02 -1.47 0.42
-0.34 -0.41 0.92
1.00 -1.96 0.88
0.53 0.30 -0.42

Properties
**2S+1**: 1
**LUMO level**: -0.15 eV
**Energy relative to the best compared isomer or geometry (same formula, charge and spin)**: 0.3354 eV

=====

C4H4Cl2O in the gas phase in a non-equilibrium geometry. Source: OMol25; level of theory: ωB97M-V with the def2-TZVPD basis set.

Last column: natural (NBO) charge in e.
CARTESIAN COORDINATES (ANGSTROEM)
C (-0.16580, -1.00692, 0.70204)  -0.291
C (1.00327, -0.63224, 0.25609)  -0.066
C (2.13162, -0.05713, -0.20867)  0.123
C (-1.99984, 0.67025, -0.64840)  -0.555
O (2.32213, 1.30028, 0.00494)  -0.643
Cl (-1.56072, -1.10868, -0.32647)  0.409
Cl (-3.55585, 0.82497, 0.26407)  -0.113
H (-0.32889, -1.44147, 1.71260)  0.246
H (3.01427, -0.69687, -0.33892)  0.220
H (-2.18919, 0.63117, -1.72002)  0.167
H (1.32899, 1.51666, 0.30274)  0.501

Atomic forces in eV per Å
1.39 -0.71 1.00
0.80 0.65 -0.88
-1.01 -0.68 2.44
0.12 0.54 0.76
-3.50 -0.89 0.31
-0.22 -0.52 -0.65
0.14 0.26 -0.50
-0.05 0.61 -0.85
-0.30 0.67 -0.71
-0.49 -0.22 -0.05
3.13 0.31 -0.88

Properties
**2S+1**: 1
**LUMO level**: 0.21 eV
**Energy relative to the best compared isomer or geometry (same formula, charge and spin)**: 5.8148 eV

=====

2 unconnected molecules or ions with the total composition C4H4Cl2OS in a non-equilibrium geometry. Source: OMol25; level of theory: ωB97M-V with the def2-TZVPD basis set.

Last column: natural (NBO) charge in e.
CARTESIAN COORDINATES (ANGSTROEM)
C (-0.78030, 2.02758, 1.06710)  -0.472
C (-0.74008, 0.72655, 0.84520)  -0.239
Cl (-0.01323, -0.35917, 1.91816)  0.037
S (-1.45088, -0.13884, -0.62106)  0.561
O (-1.44113, -1.68123, -0.18960)  -0.834
H (-0.11820, 2.35361, 1.94066)  0.226
H (-1.13401, 2.70318, 0.29832)  0.225
H (-0.50115, -1.94781, -0.14270)  0.496
C (1.93602, -1.75485, -0.72490)  -0.293
C (2.29141, -0.58607, -0.78644)  -0.088
Cl (2.62652, 0.96183, -0.41043)  0.153
H (2.04225, -2.73304, -0.92706)  0.229

Atomic forces in eV per Å
1.83 0.24 0.95
-1.28 -0.72 -1.34
0.53 -0.46 0.89
0.30 2.07 0.27
0.58 -0.98 0.44
-1.36 0.01 -1.37
-0.20 0.13 0.34
-0.37 -0.18 -0.12
0.99 4.32 -0.26
-0.94 -1.83 0.88
0.05 0.35 -0.24
-0.13 -2.95 -0.43

Properties
**2S+1**: 1
**LUMO level**: 0.46 eV
**Energy relative to the best compared isomer or geometry (same formula, charge and spin)**: 4.0786 eV

=====

A molecular structure, C4H4Cl4 in a non-equilibrium geometry. Source: OMol25; level of theory: ωB97M-V with the def2-TZVPD basis set.

Last column: natural (NBO) charge in e.
CARTESIAN COORDINATES (ANGSTROEM)
C (0.50859, -0.99239, -0.29946)  -0.232
C (-0.16827, -1.46364, 0.74198)  -0.088
C (1.45252, 0.09622, -0.21050)  -0.667
C (-1.26407, 2.04685, -0.78709)  -0.117
Cl (-1.46603, -2.58702, 0.87536)  0.042
Cl (0.06873, -0.84023, 2.33799)  -0.002
Cl (-1.97425, 2.84118, 0.56089)  0.055
Cl (-2.18304, 0.74699, -1.37740)  0.065
H (1.10520, 0.86583, -0.99937)  0.242
H (2.53664, -0.03341, -0.27790)  0.239
H (1.37700, 0.61690, 0.68825)  0.231
H (0.00698, -1.29729, -1.25275)  0.233

Atomic forces in eV per Å
-2.39 -1.94 -0.58
0.10 0.39 1.01
0.46 2.37 -2.50
0.40 0.40 0.02
-0.07 -0.28 -1.11
0.59 0.31 0.54
-0.15 -0.49 -0.35
-0.37 0.14 0.31
0.94 -1.05 0.98
-0.22 -0.72 -0.62
-0.48 0.78 1.73
1.19 0.08 0.57

Properties
**2S+1**: 1
**LUMO level**: -1.20 eV
**Energy relative to the best compared isomer or geometry (same formula, charge and spin)**: 3.3886 eV

=====

A molecular structure, C4H4Cl5CuGeO7S2 in a non-equilibrium geometry. Source: OMol25; level of theory: ωB97M-V with the def2-TZVPD basis set.

Last column: natural (NBO) charge in e.
CARTESIAN COORDINATES (ANGSTROEM)
Cu (9.73213, 7.26724, 6.86356)  0.750
O (9.62074, 3.55275, 7.57735)  -0.944
S (8.40212, 4.35435, 7.51357)  2.289
O (7.20824, 3.91358, 8.19593)  -0.976
O (8.52128, 5.83163, 7.63615)  -1.047
S (7.89400, 3.90982, 5.49214)  -0.073
Cl (12.68099, 7.22218, 4.26782)  -0.530
Ge (11.81515, 6.78969, 6.25157)  0.733
Cl (13.45352, 7.77458, 7.33855)  -0.536
Cl (12.45742, 4.68189, 6.46892)  -0.510
C (4.50750, 5.63697, 6.21106)  -0.271
O (5.90195, 5.33453, 6.28823)  -0.496
C (6.20917, 4.29653, 5.49894)  0.610
O (5.39340, 3.70206, 4.83150)  -0.640
H (4.36664, 6.64989, 6.68495)  0.211
H (4.01128, 4.78707, 6.64369)  0.185
H (4.27010, 5.70641, 5.08814)  0.193
Cl (5.10949, 8.76278, 4.83168)  -0.071
C (6.93376, 8.89409, 4.86065)  -0.251
Cl (7.65074, 10.08638, 3.67936)  -0.069
C (7.38522, 9.40119, 6.28999)  0.743
O (8.44653, 8.93835, 6.79866)  -0.810
O (6.68517, 10.33241, 6.74105)  -0.710
H (7.36069, 7.94887, 4.58905)  0.221

Atomic forces in eV per Å
-1.03 0.60 -0.11
-1.19 1.06 0.44
0.06 0.43 -0.01
0.60 -0.51 0.60
0.34 -1.29 -0.03
0.86 -0.21 -0.47
0.03 0.01 -0.62
0.27 -0.24 -0.10
0.51 0.29 0.57
0.21 -0.10 -0.08
0.26 1.40 -1.64
0.00 0.07 -0.57
-0.58 0.31 0.22
0.12 -0.08 -0.18
0.05 -1.40 -0.25
-0.80 0.06 0.33
-0.13 0.01 1.78
1.19 0.17 -0.50
0.11 0.66 0.80
-0.72 -0.52 0.29
-0.43 1.61 0.77
-0.32 -0.68 -0.69
0.67 -1.17 -0.44
-0.08 -0.48 -0.11

Properties
**2S+1**: 1
**LUMO level**: 4.67 eV
**Net charge**: -2

=====

A molecular structure, C4H4ClN in a non-equilibrium geometry. Source: OMol25; level of theory: ωB97M-V with the def2-TZVPD basis set.

Last column: natural (NBO) charge in e.
CARTESIAN COORDINATES (ANGSTROEM)
C (-0.20499, -0.08698, 0.90187)  -0.395
C (0.16053, -0.32276, -0.67056)  -0.213
C (-0.51500, 0.38822, -1.53208)  -0.370
C (1.04911, -0.34214, 1.47988)  0.266
H (-1.01916, -0.63169, 1.30131)  0.267
H (1.10258, -1.06342, -0.83195)  0.260
H (-1.44114, 1.19999, -0.98130)  0.206
H (-0.56604, 0.24163, -2.60888)  0.226
N (2.18871, -0.84335, 1.60792)  -0.288
Cl (-0.75460, 1.46048, 1.33379)  0.041

Atomic forces in eV per Å
0.72 -0.43 -2.51
1.27 -1.18 1.58
-3.73 2.15 1.00
10.24 -5.06 1.84
-0.30 -1.76 -0.09
-2.72 1.80 0.23
3.05 -2.62 -2.14
0.42 0.34 0.25
-8.31 3.99 -0.47
-0.65 2.76 0.31

Properties
**2S+1**: 1
**LUMO level**: 0.48 eV
**Energy relative to the best compared isomer or geometry (same formula, charge and spin)**: 3.4323 eV

=====

C4H4ClN3O2 in the gas phase in a non-equilibrium geometry. Source: OMol25; level of theory: ωB97M-V with the def2-TZVPD basis set.

Last column: natural (NBO) charge in e.
CARTESIAN COORDINATES (ANGSTROEM)
C (1.45423, 0.26191, -0.00164)  0.125
C (1.67995, 0.61016, -2.38729)  0.149
C (-0.74463, -0.11339, -0.63776)  0.239
C (-0.10091, -0.47012, 1.70336)  -0.435
N (1.72542, 0.68253, -1.17170)  -0.331
N (0.13164, -0.10815, 0.30812)  -0.368
N (-2.08605, -0.35796, -0.41770)  0.424
O (-2.74561, 0.65361, -0.19167)  -0.400
O (-2.54318, -1.47178, -0.61626)  -0.390
Cl (1.50996, 1.78478, -3.52373)  0.103
H (2.20437, 0.21902, 0.76602)  0.208
H (-1.13267, -0.78954, 1.83753)  0.236
H (0.56205, -1.28725, 1.98335)  0.219
H (0.08543, 0.38618, 2.34936)  0.221

Atomic forces in eV per Å
0.52 0.71 -0.46
0.19 -1.19 -0.28
1.08 0.50 -1.25
-0.24 -0.08 0.52
0.17 -0.32 0.81
-1.00 -0.38 0.25
-0.87 -0.03 0.42
0.04 -0.17 0.22
0.18 -0.06 0.17
-0.19 1.02 -0.44
-0.01 -0.05 0.19
0.08 0.02 -0.09
0.01 0.01 -0.02
0.05 0.03 -0.04

Properties
**2S+1**: 1
**LUMO level (spin up / spin down)**: -0.51 / -0.50 eV
**Energy relative to the best compared isomer or geometry (same formula, charge and spin)**: 7.2797 eV

=====

C4H4ClNOS in the gas phase in a non-equilibrium geometry. Source: OMol25; level of theory: ωB97M-V with the def2-TZVPD basis set.

Last column: natural (NBO) charge in e.
CARTESIAN COORDINATES (ANGSTROEM)
C (0.51040, -0.40176, 0.13290)  -0.647
C (-0.12045, 0.80519, 0.84438)  -0.133
C (-0.96474, 1.63577, 0.17816)  -0.336
C (-1.75494, 2.66529, 0.86190)  0.577
O (-2.81825, 3.22581, 0.52560)  -0.570
N (-1.06708, 2.86391, 2.03223)  -0.520
Cl (-1.57203, 3.82476, 3.26569)  0.233
S (0.23004, 1.15537, 2.50462)  0.459
H (0.52862, -0.13418, -0.93316)  0.241
H (-0.27764, -1.16070, 0.23425)  0.240
H (1.44755, -0.62022, 0.72530)  0.229
H (-0.99955, 1.41855, -0.89659)  0.228

Atomic forces in eV per Å
-0.64 1.16 1.65
-0.48 0.46 -1.21
0.63 -1.50 -0.91
-1.64 -0.08 -0.57
2.70 -0.97 0.75
2.48 -1.72 1.43
-0.49 0.25 0.52
-2.69 2.93 -1.13
0.85 -0.33 0.40
0.70 -0.35 0.10
-0.76 -0.32 -1.48
-0.67 0.47 0.43

Properties
**2S+1**: 1
**LUMO level**: -2.20 eV
**Energy relative to the best compared isomer or geometry (same formula, charge and spin)**: 3.0539 eV

=====

no.,DFT total energy (a.u.),molecular weight (g/mol)
1,-3009.23030,194.0
2,-1150.20230,139.0
3,-1548.47541,171.0
4,-1995.43863,193.9
5,-7496.53498,541.6
6,-669.63539,101.5
7,-929.49283,161.5
8,-1143.07500,149.6